1.
ORCA calculation (the ωB97M-V functional and the def2-TZVPD basis) on a cluster of 3 separate species, C15H34INO2P in total.

```
! wB97M-V def2-TZVPD RIJCOSX def2/J DEFGRID3
* xyz -1 1
C 4.86617 -2.04099 0.89938
P 4.85883 -3.67249 -0.03847
O 5.11011 -4.63280 1.37580
N 3.33192 -3.95246 -0.49193
C 2.23666 -3.49384 0.25466
C 1.54829 -4.42594 1.26756
O 0.74712 -4.09081 2.07389
I 2.02745 -6.54451 1.07349
H 4.34620 -2.08031 1.85955
H 5.90953 -1.76724 1.07630
H 4.42471 -1.24756 0.28859
H 5.97534 -4.40797 1.73123
H 1.37412 -3.28204 -0.40638
H 2.39434 -2.57950 0.85057
C -3.31604 0.51505 4.11204
C -3.00816 0.51305 2.61801
C -2.44332 -0.81448 2.11382
C -1.11305 -1.23408 2.74272
C 0.02117 -0.22421 2.57945
C 0.39166 0.03093 1.12237
H -2.41713 0.34507 4.70617
H -3.74233 1.46983 4.42606
H -4.03390 -0.27005 4.36089
H -2.31180 1.32493 2.38873
H -3.92545 0.73593 2.06474
H -2.33097 -0.75868 1.02734
H -3.17793 -1.60549 2.29807
H -0.79724 -2.18156 2.30162
H -1.25927 -1.43688 3.80788
H 0.89901 -0.60875 3.10450
H -0.23622 0.72277 3.06616
H 0.68481 -0.89892 0.63131
H 1.23181 0.72436 1.04921
H -0.44099 0.46364 0.56198
C 0.31540 0.51085 -3.61883
C 0.53506 2.02018 -3.58197
C -0.04043 2.68622 -2.33319
C -1.55484 2.54673 -2.16791
C -2.38144 3.08989 -3.33238
C -2.19358 4.58541 -3.56756
H -0.74615 0.25768 -3.63384
H 0.76918 0.06947 -4.50684
H 0.76145 0.03019 -2.74607
H 0.11001 2.47685 -4.48128
H 1.60832 2.22409 -3.61761
H 0.23319 3.74556 -2.33396
H 0.44144 2.25242 -1.45146
H -1.85298 3.06349 -1.24958
H -1.80852 1.49462 -2.01376
H -3.43751 2.89083 -3.13051
H -2.14036 2.54336 -4.24830
H -2.45727 5.15467 -2.67313
H -2.82554 4.93756 -4.38464
H -1.16087 4.82588 -3.82449
*
```

Summary:
Max |F| in eV Å⁻¹: 0.30
LUMO in eV: 2.5
Calculated total energy in a.u.: -1436.2688



2.
ORCA calculation (the ωB97M-V functional and the def2-TZVPD basis) on the molecule C6H13NO.

```
! wB97M-V def2-TZVPD RIJCOSX def2/J DEFGRID3
* xyz 0 1
C 1.23675 -0.71144 2.84609
C 0.48878 0.41938 2.10597
N -0.11948 -0.05225 0.86532
C -0.26778 0.98647 -0.17683
C -1.32567 0.52196 -1.22084
C -0.82699 0.03160 -2.54887
C 0.20046 -1.09369 -2.54289
O 0.86679 -1.44354 -1.60565
H 0.51203 -1.33169 3.38146
H 1.98124 -0.33856 3.53768
H 1.74494 -1.32669 2.10498
H -0.31925 0.79080 2.76805
H 1.22677 1.24019 2.01277
H 0.47231 -0.78757 0.48645
H -0.72963 1.78235 0.42651
H 0.63736 1.34965 -0.65284
H -2.05641 1.36088 -1.23143
H -1.87142 -0.29659 -0.71076
H -0.38910 0.76759 -3.22922
H -1.70176 -0.42164 -3.05878
H 0.24008 -1.44720 -3.55717
*
```

Summary:
Max |F| in eV Å⁻¹: 2.13
SMILES: CCNCCCC=O
LUMO in eV: 0.9
Energy above the lowest of the compared OMol25 structures with the same formula, charge and spin in kJ/mol: 172.0
Calculated total energy in a.u.: -366.3684



3.
ORCA calculation (the ωB97M-V functional and the def2-TZVPD basis) on a cluster of 2 separate species, C8H16O4 in total.

```
! wB97M-V def2-TZVPD RIJCOSX def2/J DEFGRID3
* xyz 0 1
C 0.49326 -9.56212 -0.63402
C 0.27097 -8.12011 -1.03474
C 0.52422 -7.19341 0.20605
O -0.32100 -6.37552 0.55902
O 1.66994 -7.39867 0.87012
C 2.10093 -6.49249 1.85705
H 0.35758 -10.23978 -1.49366
H -0.27610 -9.79400 0.12159
H 1.48695 -9.74805 -0.19286
H 1.08488 -7.77783 -1.70245
H -0.69003 -7.92693 -1.54914
H 2.49266 -5.53668 1.47028
H 2.86256 -6.94463 2.51439
H 1.19755 -6.28615 2.45532
C -3.87912 0.11923 -1.89661
C -4.69066 1.34693 -2.43136
C -4.29155 1.63798 -3.89326
O -3.22642 2.06071 -4.21104
O -5.24244 1.22983 -4.84955
C -4.86184 1.03279 -6.19394
H -3.98607 -0.10332 -0.82160
H -2.82627 0.37813 -2.09925
H -4.13531 -0.78710 -2.47069
H -5.76531 1.08466 -2.47377
H -4.59343 2.27208 -1.83131
H -3.80034 1.09332 -6.48750
H -5.40361 1.87432 -6.65755
H -5.28066 0.08872 -6.58114
*
```

Summary:
Max |F| in eV Å⁻¹: 3.04
SMILES: CCC(=O)OC.CCC(=O)OC
LUMO in eV: 0.9
Energy above the lowest of the compared OMol25 structures with the same formula, charge and spin in kJ/mol: 111.1
Calculated total energy in a.u.: -615.3625



4.
ORCA calculation (the ωB97M-V functional and the def2-TZVPD basis) on a structure of composition CH9NO2.

```
! wB97M-V def2-TZVPD RIJCOSX def2/J DEFGRID3
* xyz 0 1
C -0.81480 0.92252 0.64923
N -0.42528 -0.06816 1.66421
H -0.05342 0.80617 -0.26956
H -1.76643 0.75532 0.17191
H -0.73975 1.93124 1.04211
H 0.59727 0.79615 -0.90392
H -0.26161 0.43759 2.52954
H 0.45957 -0.37703 1.24267
H 2.21950 -1.39289 -0.33309
O 1.40197 -0.91677 -0.42119
H 0.32106 -0.79645 -1.11560
H -0.44399 -1.42020 -2.43358
O -0.49411 -0.67748 -1.82274
*
```

Summary:
Max |F| in eV Å⁻¹: 2.34
LUMO in eV: -1.7
Energy above the lowest of the compared OMol25 structures with the same formula, charge and spin in kJ/mol: 528.7
Calculated total energy in a.u.: -248.5138



Among the records above, which one has the highest calculated total energy?
CH9NO2



Among the records above, which one has the highest calculated total energy?
CH9NO2



What did the fourth record say?
ORCA calculation (the ωB97M-V functional and the def2-TZVPD basis) on a structure of composition CH9NO2.

```
! wB97M-V def2-TZVPD RIJCOSX def2/J DEFGRID3
* xyz 0 1
C -0.81480 0.92252 0.64923
N -0.42528 -0.06816 1.66421
H -0.05342 0.80617 -0.26956
H -1.76643 0.75532 0.17191
H -0.73975 1.93124 1.04211
H 0.59727 0.79615 -0.90392
H -0.26161 0.43759 2.52954
H 0.45957 -0.37703 1.24267
H 2.21950 -1.39289 -0.33309
O 1.40197 -0.91677 -0.42119
H 0.32106 -0.79645 -1.11560
H -0.44399 -1.42020 -2.43358
O -0.49411 -0.67748 -1.82274
*
```

Summary:
Max |F| in eV Å⁻¹: 2.34
LUMO in eV: -1.7
Energy above the lowest of the compared OMol25 structures with the same formula, charge and spin in kJ/mol: 528.7
Calculated total energy in a.u.: -248.5138



Among the records above, which one has the lowest calculated total energy?
C15H34INO2P